ORCA calculation (wB97M-V/def2-TZVPD) on C28H27F3LaN3O5 as an isolated structure at a distorted geometry.

Last column: Löwdin charge in e.
Element x y z (Å)
La 10.211 10.768 8.902  2.12
O 12.807 12.928 11.939  0.03
C 12.017 12.776 11.005  -0.53
O 11.928 11.973 9.971  -0.29
C 10.658 13.640 10.988  -0.14
C 10.133 14.523 11.990  0.00
C 8.745 14.629 12.179  -0.05
C 7.863 13.845 11.402  0.04
C 8.481 13.143 10.331  -0.20
N 9.771 13.077 10.190  0.03
C 7.634 12.221 9.467  -0.62
O 6.473 12.195 9.692  0.11
O 8.184 11.506 8.493  -0.33
H 10.835 14.825 12.814  0.12
H 8.383 15.311 12.897  0.08
H 6.824 13.630 11.589  0.12
C 14.314 9.413 9.253  -0.05
C 14.596 10.450 8.232  -0.22
C 15.885 10.904 8.122  -0.07
C 16.117 12.034 7.340  -0.12
C 15.144 12.715 6.661  -0.10
C 13.856 12.303 6.846  -0.24
C 12.710 13.181 6.558  -0.06
C 13.552 10.951 7.390  -0.20
N 12.312 10.364 7.194  -0.01
C 12.125 9.554 6.151  -0.31
C 13.017 9.507 4.940  -0.04
C 10.918 8.755 6.197  -0.34
C 11.181 7.404 5.599  -0.05
N 9.842 9.046 6.933  -0.06
C 8.867 7.999 7.012  -0.27
C 8.733 7.268 8.184  -0.06
C 11.300 9.326 11.762  -0.30
C 7.829 6.216 8.386  -0.11
C 6.852 6.008 7.396  -0.07
C 6.830 6.952 6.252  -0.03
C 7.836 7.890 5.969  -0.18
C 8.153 8.787 4.757  -0.04
H 15.123 8.639 9.311  0.08
H 13.330 8.962 9.125  0.05
H 14.336 9.841 10.270  0.09
H 16.685 10.458 8.709  0.11
H 17.127 12.423 7.379  0.08
H 15.345 13.507 5.943  0.11
H 12.039 12.730 5.826  0.07
H 13.055 14.107 6.101  0.07
H 12.074 13.395 7.485  0.10
H 13.704 10.346 5.018  0.06
H 12.477 9.571 3.973  0.09
H 13.739 8.659 4.972  0.09
H 12.091 7.069 6.088  0.08
H 11.414 7.480 4.495  0.09
H 10.415 6.643 5.786  0.08
H 11.709 10.166 12.331  0.02
H 10.839 8.456 12.286  0.02
H 8.917 7.753 9.170  0.11
H 7.786 5.707 9.370  0.11
H 6.206 5.124 7.505  0.09
H 6.077 6.950 5.469  0.09
H 9.150 8.445 4.319  0.08
H 8.395 9.780 5.110  0.07
H 7.464 8.689 3.878  0.08
F 3.160 10.725 10.673  0.01
C 2.893 9.686 11.352  -0.91
F 4.102 9.051 11.478  -0.09
F 2.103 8.953 10.641  0.01
O 11.321 9.253 10.478  -0.48

Forces on the atoms, in the same order (eV/Å):
La 3.467 -2.012 0.491
O -0.780 -0.502 -1.619
C -1.096 0.526 -1.071
O 2.246 1.373 2.269
C -0.756 0.287 2.276
C 1.500 -1.372 0.297
C 0.164 -1.022 -1.685
C 1.832 -0.043 -0.728
C -1.510 0.355 1.408
N 0.601 -0.503 -1.316
C 0.474 -0.130 -1.539
O -2.408 0.136 0.726
O -0.970 1.524 0.890
H -0.728 0.224 -1.156
H -0.449 0.371 1.046
H -0.196 0.491 0.036
C 0.349 -1.195 0.768
C -1.705 -1.146 -0.717
C 0.064 1.778 -0.422
C 2.247 -0.680 0.473
C -0.135 0.012 0.109
C -1.792 -2.956 0.571
C -1.398 0.412 -0.270
C 2.556 3.075 0.141
N -0.404 0.425 0.822
C -1.932 0.144 0.415
C 1.057 -0.250 0.266
C 0.811 0.179 -0.149
C 0.019 -0.355 -1.291
N 0.561 -0.703 0.022
C -1.563 0.657 -0.587
C -0.887 0.926 1.790
C -0.722 -0.897 1.666
C -1.298 0.215 -1.265
C 1.078 1.153 -0.987
C 0.628 -0.818 0.048
C 2.196 -0.646 1.985
C 0.363 -1.928 -0.879
H -0.681 0.358 -0.391
H 0.185 -0.124 0.142
H -0.293 0.193 -0.410
H -0.204 0.135 -0.058
H 0.213 0.016 -0.482
H 0.120 0.380 0.612
H -0.256 -0.093 -0.024
H -0.071 0.265 0.251
H 1.024 -0.206 -1.060
H -0.113 0.361 -0.190
H 0.284 -0.298 0.640
H -0.693 0.067 -0.303
H 0.227 -0.423 -0.093
H -0.345 -0.232 1.052
H 0.011 0.360 -0.204
H 0.048 -0.059 -0.186
H 0.392 0.701 0.098
H 1.545 -0.472 -0.809
H 0.058 0.294 -0.878
H -0.150 0.907 -0.375
H -0.390 -0.631 0.329
H -1.143 0.189 0.617
H -0.553 0.432 -0.157
H 0.132 0.478 1.079
F 1.207 4.140 -3.636
C -0.936 0.278 7.792
F 1.508 -1.471 -0.743
F -1.936 -3.007 -3.325
O -0.673 0.357 -2.120

Charge   -2
Kohn-Sham gap (alpha / beta)   0.1213 / 0.1217 Eh
2S+1   1
Highest occupied orbital energy (alpha / beta)   0.02217 / 0.02222 Ha

=====

ORCA calculation (wB97M-V/def2-TZVPD) on a 2-piece molecular cluster, C51H44N2O5 overall at a distorted geometry.

Last column: Löwdin charge in e.
Element x y z (Å)
C 3.125 0.667 -2.026  -0.06
C 2.785 -0.617 -2.726  -0.20
O 1.407 -0.924 -2.407  -0.04
C 1.115 -2.226 -2.659  -0.45
C -0.333 -2.514 -2.603  -0.08
C -1.166 -1.694 -3.489  -0.37
C -2.641 -1.755 -3.209  -0.14
C -3.176 -2.417 -2.088  -0.03
C -4.531 -2.282 -1.769  -0.07
C -5.396 -1.634 -2.652  -0.09
C -4.882 -1.049 -3.821  -0.08
C -3.509 -1.072 -4.076  -0.01
O -0.706 -0.977 -4.384  0.06
C -0.622 -3.940 -2.898  -0.47
O -1.435 -4.284 -3.755  0.08
O 0.106 -4.829 -2.207  -0.01
C 0.058 -6.183 -2.740  -0.21
C 1.374 -6.825 -2.409  -0.08
O 1.974 -3.037 -2.966  0.09
H 4.214 0.790 -1.975  0.08
H 2.713 1.522 -2.583  0.08
H 2.717 0.679 -1.008  0.05
H 2.851 -0.503 -3.819  0.14
H 3.411 -1.451 -2.397  0.12
H -2.539 -3.025 -1.447  0.11
H -4.897 -2.716 -0.837  0.10
H -6.470 -1.591 -2.449  0.10
H -5.542 -0.566 -4.543  0.10
H -3.082 -0.581 -4.956  0.12
H -0.777 -6.717 -2.270  0.12
H -0.089 -6.136 -3.825  0.12
H 1.395 -7.866 -2.748  0.08
H 2.179 -6.282 -2.913  0.08
H 1.576 -6.805 -1.333  0.08
C 6.469 -2.627 3.939  -0.09
C 5.647 -3.616 3.385  -0.07
C 4.263 -3.445 3.372  -0.01
C 3.702 -2.329 4.007  -0.23
N 2.287 -2.197 4.041  -0.04
C 1.619 -2.277 5.289  -0.23
C 1.154 -1.110 5.918  -0.01
C 0.638 -1.188 7.214  -0.08
C 0.511 -2.428 7.849  -0.09
C 0.940 -3.592 7.197  -0.08
C 1.523 -3.516 5.932  -0.01
C 1.594 -1.909 2.857  -0.19
C 0.529 -2.726 2.429  0.02
C -0.115 -2.452 1.233  0.04
C 0.154 -1.233 0.548  -0.19
C -0.589 -0.808 -0.583  0.10
C -0.929 0.570 -0.777  -0.18
C -1.047 1.139 -2.067  0.02
C -1.360 2.464 -2.256  0.02
C -1.585 3.302 -1.145  -0.18
N -1.824 4.655 -1.317  0.00
C -2.298 5.470 -0.251  -0.24
C -1.565 6.611 0.116  0.00
C -2.010 7.394 1.181  -0.08
C -3.234 7.105 1.809  -0.09
C -3.996 6.011 1.379  -0.08
C -3.511 5.161 0.385  -0.03
C -1.562 5.301 -2.554  -0.24
C -2.602 6.018 -3.161  -0.01
C -2.347 6.759 -4.313  -0.07
C -1.039 6.852 -4.812  -0.09
C -0.004 6.132 -4.202  -0.07
C -0.271 5.304 -3.109  -0.02
C -1.531 2.751 0.154  0.00
C -1.192 1.424 0.332  0.00
C 1.208 -0.404 1.027  0.00
C 1.973 -0.788 2.106  0.02
C 4.514 -1.348 4.587  -0.02
C 5.904 -1.483 4.519  -0.08
H 7.553 -2.750 3.928  0.10
H 6.067 -4.524 2.950  0.11
H 3.590 -4.156 2.884  0.12
H 1.246 -0.152 5.397  0.12
H 0.337 -0.273 7.727  0.10
H 0.090 -2.488 8.854  0.10
H 0.836 -4.565 7.678  0.10
H 1.905 -4.404 5.422  0.12
H 0.270 -3.592 3.036  0.12
H -0.865 -3.126 0.810  0.13
H -1.156 -1.562 -1.138  0.07
H -0.851 0.540 -2.943  0.10
H -1.426 2.858 -3.269  0.13
H -0.639 6.858 -0.418  0.12
H -1.397 8.237 1.508  0.11
H -3.602 7.738 2.620  0.10
H -4.969 5.809 1.825  0.10
H -4.064 4.269 0.079  0.13
H -3.605 5.964 -2.728  0.13
H -3.173 7.270 -4.810  0.11
H -0.838 7.492 -5.677  0.10
H 1.019 6.205 -4.575  0.11
H 0.509 4.678 -2.668  0.12
H -1.749 3.378 1.019  0.11
H -1.147 1.011 1.339  0.12
H 1.426 0.533 0.514  0.11
H 2.844 -0.201 2.408  0.13
H 4.036 -0.469 5.030  0.12
H 6.531 -0.686 4.927  0.11

Forces on the atoms, in the same order (eV/Å):
C 0.102 0.653 -0.077
C -0.284 0.005 0.017
O 0.694 -0.220 -0.072
C -0.588 -1.090 -0.852
C 1.118 -1.024 -1.284
C 0.564 -0.170 -0.455
C -0.725 0.176 -0.283
C -0.238 0.648 -0.145
C 0.238 -0.206 -0.288
C 0.163 0.197 -0.307
C 0.145 -0.107 0.189
C -0.046 -0.185 0.305
O -0.672 -0.178 0.720
C -0.589 0.508 -0.607
O 0.448 -0.052 0.746
O -0.251 -0.636 -0.119
C -0.012 0.327 0.180
C 0.495 -0.059 0.121
O -0.122 0.684 0.440
H -0.201 0.031 0.016
H 0.070 -0.148 0.312
H 0.236 -0.022 -0.293
H 0.126 -0.204 0.316
H -0.114 0.214 -0.151
H -0.085 0.228 -0.095
H -0.037 0.012 -0.324
H 0.403 0.030 -0.012
H 0.079 -0.110 0.287
H -0.168 -0.208 0.351
H 0.035 0.164 -0.212
H -0.148 0.000 0.323
H -0.056 0.097 0.036
H -0.052 -0.075 0.095
H -0.073 -0.024 -0.151
C -0.204 -0.011 0.098
C -0.083 0.230 -0.070
C 0.021 0.280 0.260
C 0.476 0.119 -0.094
N -0.165 -0.069 -0.475
C -0.154 -0.113 0.626
C 0.129 -0.372 0.105
C -0.098 -0.121 -0.205
C 0.163 -0.042 -0.248
C 0.055 0.174 -0.002
C -0.219 0.282 0.111
C -0.085 0.099 0.046
C -0.070 0.098 -0.156
C -0.029 0.414 -0.217
C 0.823 0.111 0.458
C -1.895 -0.105 1.306
C 0.417 0.831 -0.282
C -0.272 -0.101 0.071
C 0.017 0.044 0.189
C 0.082 0.188 0.102
N -0.036 -0.674 0.069
C -0.215 0.453 0.245
C -0.189 -0.368 0.191
C -0.322 -0.091 -0.036
C 0.158 -0.025 -0.256
C 0.347 -0.010 0.055
C 0.257 0.389 -0.125
C 0.117 0.501 -0.517
C 0.271 -0.223 -0.069
C 0.312 0.027 0.017
C -0.205 -0.014 0.132
C -0.253 -0.181 -0.061
C -0.343 0.338 0.085
C -0.021 -0.185 0.025
C 0.400 -0.228 -0.259
C -0.191 -0.279 -0.160
C 0.047 0.157 -0.118
C 0.103 -0.216 -0.333
C -0.187 -0.111 0.063
H -0.315 0.041 -0.019
H 0.008 0.347 0.074
H 0.318 0.133 0.237
H -0.025 -0.323 0.208
H 0.012 -0.292 -0.140
H 0.122 0.015 -0.307
H 0.031 0.270 -0.049
H -0.138 0.276 0.209
H 0.036 0.141 -0.227
H 0.241 0.165 0.248
H 0.460 0.493 0.502
H 0.040 -0.005 0.037
H 0.034 -0.091 0.305
H -0.398 -0.156 0.255
H -0.304 -0.210 -0.080
H 0.158 -0.204 -0.303
H 0.256 0.027 -0.009
H 0.137 0.337 0.060
H 0.379 0.072 -0.156
H 0.327 -0.066 0.139
H -0.026 -0.307 0.332
H -0.345 -0.057 0.012
H -0.209 0.332 -0.052
H 0.122 -0.256 -0.272
H -0.015 0.115 -0.203
H -0.101 -0.365 0.095
H -0.357 -0.181 0.003
H 0.263 -0.329 -0.057
H -0.124 -0.376 -0.133

Kohn-Sham gap   0.1888 Eh
2S+1   1
Highest occupied orbital energy   -0.25245 Ha

=====

ORCA calculation (wB97M-V/def2-TZVPD) on C17H15Cl5F5MnN2O2 as an isolated structure.

Last column: Löwdin spin population.
Element x y z (Å)
Mn -0.278 0.900 0.475  4.68
Cl -1.184 -2.728 1.046  0.01
C -2.271 -1.457 1.604  0.01
C -1.926 -0.139 1.359  0.02
C -2.842 0.800 1.812  0.02
Cl -2.430 2.484 1.507  0.04
C -4.028 0.496 2.470  0.00
Cl -5.096 1.726 3.001  0.00
C -4.323 -0.851 2.694  0.01
Cl -5.771 -1.286 3.499  0.00
C -3.440 -1.841 2.257  0.00
Cl -3.801 -3.497 2.528  0.00
F 2.892 6.777 1.429  0.00
C 2.218 5.751 0.916  0.00
C 2.069 4.574 1.624  0.00
F 2.609 4.407 2.843  0.00
C 1.355 3.549 1.049  0.00
F 1.210 2.358 1.741  0.03
C 0.773 3.575 -0.214  0.01
O 0.135 2.527 -0.673  0.05
C 0.946 4.781 -0.908  0.00
F 0.435 4.920 -2.129  0.00
C 1.649 5.839 -0.352  0.00
F 1.791 6.963 -1.043  0.00
N 2.904 0.530 4.059  0.00
C 3.373 0.403 2.627  0.00
C 2.634 -0.733 1.951  0.00
N 1.186 -0.537 2.031  0.03
C 0.763 -0.524 3.434  0.00
C 1.399 0.629 4.177  0.00
H 3.337 1.350 4.487  0.00
H 3.229 -0.282 4.590  0.00
H 4.446 0.225 2.659  0.00
H 3.172 1.362 2.160  0.00
H 2.932 -1.688 2.410  0.00
H 2.948 -0.764 0.908  0.00
H 0.728 -1.337 1.595  0.00
H 1.025 -1.471 3.930  0.00
H -0.320 -0.418 3.487  0.00
H 1.160 0.610 5.238  0.00
H 1.129 1.595 3.755  0.00
C -1.251 -0.619 -2.147  0.01
O -0.183 0.139 -1.548  0.06
H -0.921 -1.030 -3.100  0.00
H -2.130 0.010 -2.288  0.00
H -1.488 -1.428 -1.462  0.00
H -0.026 0.965 -2.029  0.00

Forces on the atoms, in the same order (eV/Å):
Mn -0.050 -0.101 -0.160
Cl 0.007 0.135 0.066
C 0.069 -0.019 -0.096
C -0.040 0.097 0.117
C -0.041 0.005 0.037
Cl -0.079 -0.028 0.133
C 0.048 -0.039 -0.020
Cl -0.009 0.004 -0.003
C -0.036 0.038 0.001
Cl -0.001 0.000 0.008
C -0.002 -0.033 -0.001
Cl -0.023 -0.003 0.012
F 0.023 0.011 0.016
C -0.055 -0.079 -0.049
C -0.017 0.043 -0.057
F 0.013 0.017 0.026
C -0.020 -0.115 0.011
F 0.067 0.297 0.060
C -0.098 -0.093 -0.061
O 0.234 0.124 0.114
C 0.047 0.062 0.064
F -0.017 -0.045 0.007
C 0.000 -0.043 0.039
F 0.003 0.013 0.006
N 0.010 -0.055 0.021
C 0.004 0.069 0.176
C 0.060 -0.066 -0.088
N -0.009 0.010 -0.153
C -0.046 -0.071 0.049
C 0.174 0.115 0.006
H -0.021 -0.005 -0.019
H -0.029 0.016 -0.028
H -0.020 -0.004 -0.056
H -0.010 -0.020 -0.053
H 0.005 0.025 -0.001
H -0.012 -0.004 0.017
H -0.012 0.016 -0.016
H -0.013 0.019 0.011
H -0.021 0.016 -0.027
H -0.043 -0.010 -0.019
H -0.057 -0.073 0.039
C 0.027 0.027 -0.092
O 0.057 -0.236 0.003
H -0.036 0.012 0.013
H -0.001 -0.036 -0.015
H -0.004 -0.002 -0.021
H -0.027 0.006 -0.016

Charge   +1
Kohn-Sham gap (alpha / beta)   0.2785 / 0.2819 Eh
2S+1   6
Highest occupied orbital energy (alpha / beta)   -0.40022 / -0.40371 Ha
⟨S²⟩   8.756

=====

ORCA calculation (wB97M-V/def2-TZVPD) on C20H31CdCl2N4O3 as an isolated structure at a distorted geometry.

Last column: Löwdin charge in e.
Element x y z (Å)
O 3.720 0.256 -1.900  -0.03
C 4.908 0.544 -1.766  -0.21
C 5.986 0.664 -2.826  -0.18
C 5.586 0.915 -4.146  -0.03
H 4.585 1.314 -4.328  0.12
C 6.435 0.617 -5.221  -0.08
H 6.064 0.736 -6.244  0.10
C 7.734 0.135 -4.989  -0.10
H 8.370 -0.145 -5.837  0.10
C 8.197 0.039 -3.664  -0.09
H 9.227 -0.291 -3.497  0.10
C 7.339 0.326 -2.592  -0.04
H 7.702 0.275 -1.565  0.11
H 5.325 0.749 -0.758  0.11
C 1.800 -2.771 -0.173  -0.22
C 0.871 -1.919 0.566  -0.45
H 1.788 -3.795 0.236  0.04
H 2.819 -2.357 -0.137  0.05
H 1.529 -2.791 -1.243  0.03
C 0.054 -2.216 1.549  -0.31
C -0.212 -3.606 2.036  -0.14
H -0.531 -1.448 2.052  0.04
H 0.522 -4.297 1.617  0.04
H -1.209 -3.938 1.749  0.05
H -0.148 -3.629 3.124  0.05
Cd 0.781 0.084 -0.399  1.08
Cl 0.091 -0.612 -2.681  -0.25
Cl 2.660 0.747 1.057  -0.19
H 1.517 3.428 -3.097  0.08
H -0.429 3.438 -4.645  0.08
C 1.068 2.585 -2.564  -0.11
C -0.930 2.664 -4.046  -0.07
N -0.379 2.649 -2.701  -0.21
H 1.318 2.621 -1.499  0.06
C -1.189 2.595 -1.630  -0.32
O -0.791 2.455 -0.453  -0.10
H -2.003 2.894 -3.979  0.08
H -2.260 2.682 -1.893  0.14
H 1.437 1.645 -2.990  0.02
H -0.798 1.691 -4.546  0.07
H -0.817 2.374 5.250  0.08
H 0.905 4.124 4.340  0.08
C -0.192 1.596 4.782  -0.05
C 1.456 3.249 3.952  -0.07
N 0.541 2.159 3.663  -0.19
H -0.824 0.768 4.453  0.09
C 0.330 1.773 2.398  -0.44
O -0.320 0.783 2.035  -0.13
H 1.964 3.517 3.012  0.08
H 0.821 2.434 1.673  0.06
H 0.513 1.248 5.550  0.09
H 2.204 2.943 4.703  0.09
N -2.475 0.563 0.634  -0.03
C -3.763 0.179 0.676  -0.12
C -3.849 -0.980 -0.084  -0.10
C -2.539 -1.261 -0.508  -0.18
N -1.713 -0.305 -0.079  -0.05
H -2.019 1.348 1.103  0.11
H -4.482 0.743 1.232  0.09
H -4.718 -1.543 -0.308  0.06
H -2.152 -2.089 -1.084  0.09

Forces on the atoms, in the same order (eV/Å):
O 2.783 0.688 -0.780
C -0.963 0.174 0.869
C -0.423 -0.430 -1.072
C 0.247 -0.366 -0.319
H 0.202 -0.416 0.058
C 0.085 0.146 0.238
H 0.206 0.010 0.381
C -0.446 0.200 0.378
H -0.215 0.139 0.456
C -0.226 0.146 -0.317
H -0.408 0.181 0.128
C -0.469 -0.011 -0.102
H -0.113 -0.249 -0.203
H -0.375 -0.237 0.102
C 0.137 -1.151 -0.189
C -0.063 2.152 -0.774
H 0.487 -0.221 -0.391
H -0.137 -0.148 0.114
H 0.063 -0.137 0.293
C -0.314 -0.764 0.358
C 0.321 -0.097 0.329
H -0.074 -0.017 -0.239
H -0.137 -0.185 0.153
H -0.198 -0.127 0.000
H -0.044 -0.305 0.231
Cd -0.472 -1.138 0.687
Cl 0.020 0.191 -0.819
Cl 1.204 0.988 0.191
H -0.007 0.033 0.121
H -0.151 -0.105 0.154
C -0.066 -0.218 -0.002
C -0.013 -0.096 0.046
N -0.364 0.274 -0.053
H 0.062 0.088 -0.247
C 1.010 -0.350 1.137
O -0.468 0.505 -1.619
H 0.290 -0.077 -0.129
H 0.198 -0.074 0.174
H -0.051 0.120 0.099
H 0.002 0.223 0.296
H 0.055 -0.139 -0.142
H 0.212 -0.181 -0.071
C 0.264 0.041 0.168
C -0.210 0.032 -0.267
N -0.168 0.251 0.829
H 0.226 0.155 -0.079
C -0.370 -1.108 -1.026
O 0.477 1.818 1.110
H -0.077 -0.059 0.481
H -0.106 -0.098 0.038
H -0.173 -0.081 -0.175
H -0.195 0.049 -0.302
N -0.049 -0.896 -0.517
C 0.468 -0.320 -0.528
C 0.171 0.223 0.342
C 0.241 1.089 0.428
N -0.965 0.592 0.332
H -0.029 -0.643 -0.425
H -0.295 0.090 0.061
H -0.602 -0.358 0.001
H 0.003 0.206 0.002

Charge   -1
Kohn-Sham gap   0.1790 Eh
2S+1   1
Highest occupied orbital energy   -0.09254 Ha

=====

Calculated total energy
In order: -1954.7768, -2455.4455, -4867.8426, -2313.5897
Unit: Ha